{
  "formula": "C5H6O3Tm",
  "method": "ωB97M-V/def2-TZVPD",
  "e_lumo_ha": [-0.3382, -0.3424],
  "s_squared": 3.762,
  "spin_multiplicity": 4,
  "total_charge": 2,
  "e_tot_ev": -40932.4929,
  "e_above_lowest_kj_mol": 0.0,
  "orbital_gap_ev": [5.2, 8.0],
  "species": ["C", "C", "C", "C", "O", "Tm", "H", "H", "H", "H", "H", "O", "O", "C", "H"],
  "coordinates": [[-3.11148, 0.58238, -0.50052], [-1.67868, 0.45732, -0.90105], [-0.93157, -0.53187, -0.02848], [0.26081, -0.29515, 0.52580], [0.66784, -0.61199, 1.72321], [2.73009, -0.86841, 2.98765], [-3.90421, 0.04015, -1.01868], [-3.38731, 1.26412, 0.30702], [-1.17324, 1.43660, -0.82590], [-1.61391, 0.12996, -1.95080], [-1.38409, -1.51268, 0.15137], [4.45963, 0.24149, -1.11137], [3.91284, -0.28588, 1.02210], [3.86524, 0.00213, -0.14272], [1.28804, -0.04816, -0.23763]],
  "forces_ev_per_a": [[-0.396, 0.102, 0.189], [0.378, 0.306, -0.020], [-3.075, -0.394, -1.554], [7.140, -0.453, 1.640], [0.024, 0.292, -1.436], [-1.097, 0.187, -0.701], [0.400, 0.135, 0.190], [0.127, -0.277, -0.338], [-0.170, -0.377, -0.123], [0.051, -0.104, 0.128], [-0.149, 0.395, 0.344], [-3.036, -0.117, 0.489], [-2.433, -0.033, -0.015], [5.498, 0.119, -0.395], [-3.264, 0.217, 1.601]]
}

{
  "formula": "C45H102F3N8O11S",
  "method": "ωB97M-V/def2-TZVPD",
  "e_lumo_ha": -0.0783,
  "total_charge": 1,
  "e_tot_ev": -101739.7299,
  "orbital_gap_ev": 8.0,
  "species": ["C", "C", "C", "C", "O", "C", "C", "C", "C", "C", "C", "C", "N", "C", "C", "C", "O", "C", "N", "C", "C", "C", "C", "S", "O", "O", "O", "C", "C", "O", "C", "F", "F", "F", "C", "C", "C", "N", "H", "H", "H", "H", "H", "H", "H", "H", "H", "H", "H", "H", "H", "H", "H", "H", "H", "H", "H", "H", "H", "H", "H", "H", "H", "H", "H", "H", "H", "H", "H", "H", "H", "H", "H", "H", "H", "H", "H", "H", "H", "H", "H", "H", "H", "H", "H", "C", "C", "C", "O", "C", "N", "H", "H", "H", "H", "H", "H", "H", "H", "H", "H", "H", "C", "C", "C", "O", "C", "N", "H", "H", "H", "H", "H", "H", "H", "H", "H", "H", "H", "C", "C", "C", "O", "C", "N", "H", "H", "H", "H", "H", "H", "H", "H", "H", "H", "H", "C", "C", "C", "O", "C", "N", "H", "H", "H", "H", "H", "H", "H", "H", "H", "H", "H", "C", "C", "C", "O", "C", "N", "H", "H", "H", "H", "H", "H", "H", "H", "H", "H", "H"],
  "coordinates": [[0.18879, 3.01572, 0.35650], [-0.00459, 2.01939, -0.77058], [1.02499, 2.17157, -1.86545], [1.00674, 1.02804, -2.86339], [1.76673, -0.04075, -2.30286], [1.44506, -1.31231, -2.82498], [0.35116, -2.06136, -2.08090], [0.83905, -2.69250, -0.77740], [-0.16430, -3.79900, -0.33247], [-1.41286, -3.31384, 0.41761], [-2.58102, -2.96067, -0.52919], [-3.93381, -3.34414, 0.05805], [-5.03848, -3.28502, -0.91490], [-6.36358, -3.05082, -0.31259], [-4.79438, -2.33467, -1.96896], [-4.96963, -0.85810, -1.67144], [-4.45116, -2.70439, -3.08136], [2.20045, -3.37403, -0.85517], [3.23494, -2.84284, -1.83643], [4.17585, -1.93177, -1.04592], [3.56925, -0.77009, -0.27719], [4.59247, -0.35621, 0.81587], [5.17828, 1.03583, 0.59451], [6.86486, 0.96890, -0.00030], [7.69337, 1.52616, 1.01737], [7.17801, -0.34159, -0.46689], [6.92358, 1.92707, -1.26748], [4.13456, -4.04049, -2.14944], [3.80398, -4.95264, -3.30573], [3.94790, -4.34746, -4.57116], [2.50699, -5.75498, -3.23292], [2.52687, -6.54350, -2.14424], [2.44789, -6.54853, -4.31897], [1.37184, -5.01691, -3.19290], [2.66667, -2.19345, -3.05076], [3.71631, -1.39819, -3.84550], [3.29055, -1.17491, -5.27336], [3.72583, -1.82419, -6.26778], [-0.52485, 2.79844, 1.13955], [-0.00586, 4.03221, 0.03471], [1.17743, 2.95243, 0.79715], [-1.01683, 2.08096, -1.16247], [0.10795, 1.01460, -0.35534], [0.93743, 3.11381, -2.39615], [2.00859, 2.14208, -1.39489], [-0.02663, 0.73188, -3.03476], [1.49282, 1.35989, -3.77924], [1.05499, -1.15779, -3.83124], [0.02707, -2.86058, -2.74467], [-0.50843, -1.42400, -1.92940], [0.76911, -1.94455, 0.00233], [0.38186, -4.43061, 0.37024], [-0.43649, -4.39787, -1.19361], [-1.17738, -2.46777, 1.05558], [-1.75262, -4.10032, 1.08496], [-2.43070, -3.50566, -1.45497], [-2.55320, -1.89252, -0.70023], [-4.12463, -2.74486, 0.95328], [-3.85385, -4.37561, 0.39565], [-6.30214, -3.00597, 0.76994], [-7.02928, -3.86035, -0.58604], [-6.80508, -2.11608, -0.64610], [-4.57512, -0.57997, -0.69833], [-4.41783, -0.29709, -2.41153], [-6.01690, -0.58365, -1.67312], [2.63331, -3.35053, 0.13704], [2.02104, -4.42099, -1.04689], [4.65183, -2.59138, -0.33110], [4.98127, -1.57540, -1.67652], [3.49698, 0.07938, -0.93446], [2.63331, -0.96990, 0.21890], [5.41812, -1.05852, 0.86956], [4.12379, -0.34377, 1.79196], [4.60151, 1.64052, -0.09893], [5.19303, 1.58563, 1.52410], [6.40163, 2.72434, -1.10902], [5.15240, -3.69959, -2.28068], [4.16038, -4.64421, -1.25156], [4.56786, -5.72869, -3.25910], [4.36534, -4.96877, -5.17128], [2.29519, -2.92590, -3.75602], [3.93233, -0.46632, -3.33282], [4.65303, -1.94952, -3.85769], [2.57852, -0.37771, -5.46578], [4.40359, -2.51615, -5.94765], [-9.35741, 2.28954, 1.87663], [-8.91179, 1.89314, 0.47222], [-7.78081, 0.85498, 0.44946], [-6.49830, 1.36823, 0.76343], [-6.25101, 1.51152, 2.15020], [-8.56480, 3.10466, -0.27550], [-8.66322, 2.98406, 2.34892], [-10.32447, 2.78939, 1.83821], [-9.45808, 1.41295, 2.52094], [-9.77082, 1.43098, -0.02274], [-7.69980, 0.46719, -0.56991], [-8.01438, -0.00184, 1.09598], [-6.74041, 0.72362, 2.72935], [-6.57342, 2.48891, 2.51465], [-5.17655, 1.43781, 2.30284], [-8.38156, 2.86266, -1.24536], [-7.67085, 3.44032, 0.07231], [4.92166, 4.97997, 2.23529], [4.06595, 4.49188, 1.07281], [3.26035, 5.59461, 0.37258], [2.12167, 6.02490, 1.08210], [2.36450, 6.97413, 2.10965], [3.19822, 3.40395, 1.54254], [4.33066, 5.16474, 3.13098], [5.66736, 4.22720, 2.49567], [5.45310, 5.89828, 1.98303], [4.75077, 4.07648, 0.32096], [2.87837, 5.18954, -0.57016], [3.90060, 6.44832, 0.11641], [3.17847, 7.65320, 1.84373], [2.58977, 6.48437, 3.05919], [1.45295, 7.55512, 2.23943], [2.71040, 3.00614, 0.74255], [2.45221, 3.82251, 2.09244], [9.44556, 5.62471, 6.28016], [8.70453, 4.93630, 5.13825], [8.46140, 5.83749, 3.92029], [7.42443, 6.78811, 4.07916], [7.78596, 7.96719, 4.77670], [7.45827, 4.36292, 5.65732], [8.79330, 6.28418, 6.85181], [9.83543, 4.88130, 6.97426], [10.28758, 6.21188, 5.90892], [9.33265, 4.10950, 4.79463], [8.14576, 5.20038, 3.08909], [9.38696, 6.33659, 3.60485], [8.81993, 8.25564, 4.56992], [7.64456, 7.85216, 5.85345], [7.12594, 8.76522, 4.43757], [7.01981, 3.80418, 4.93038], [6.80752, 5.12853, 5.81156], [3.47541, -11.11126, -2.00152], [3.02314, -10.16892, -3.11221], [3.03198, -10.79957, -4.51114], [4.31366, -10.93510, -5.08911], [5.05454, -12.06898, -4.67121], [3.83548, -8.94849, -3.06215], [4.55796, -11.23187, -1.98391], [3.18193, -10.71423, -1.02999], [3.02223, -12.09758, -2.11135], [1.98651, -9.89009, -2.89882], [2.48022, -10.13720, -5.18373], [2.50766, -11.76361, -4.51295], [4.40370, -12.92756, -4.48623], [5.64239, -11.85417, -3.77584], [5.74618, -12.32248, -5.47330], [3.46328, -8.25972, -3.70898], [4.75157, -9.18551, -3.43515], [-14.66754, 5.89062, 3.91981], [-14.20203, 5.48991, 2.52326], [-13.05340, 4.47149, 2.51907], [-11.78218, 5.00481, 2.83709], [-11.52667, 5.16847, 4.21895], [-13.87051, 6.70142, 1.76836], [-13.98714, 6.60072, 4.38876], [-15.64293, 6.37227, 3.86426], [-14.75928, 5.02005, 4.57250], [-15.04833, 5.00850, 2.02460], [-12.95494, 4.07822, 1.50352], [-13.28006, 3.61709, 3.17174], [-11.99927, 4.38050, 4.81249], [-11.86083, 6.14585, 4.57402], [-10.44709, 5.11432, 4.36159], [-13.67334, 6.45264, 0.80328], [-12.98423, 7.05275, 2.12056]],
  "forces_ev_per_a": [[-0.543, -0.169, -0.011], [0.203, -0.159, 0.304], [0.125, -0.352, -0.071], [0.268, 0.500, 0.431], [-0.210, -0.431, 0.256], [-0.619, 0.181, -0.185], [0.802, -0.288, -0.046], [-1.503, -0.239, -0.241], [0.516, 0.516, 0.926], [-0.409, -0.072, -0.671], [0.278, -0.227, 0.619], [0.150, -0.346, -0.195], [-0.040, 0.813, -0.056], [0.264, -0.323, 0.017], [0.374, -0.424, -1.402], [0.302, -0.177, 0.094], [-0.263, 0.391, 1.539], [-0.773, 0.267, 0.139], [0.881, -0.552, 0.955], [-0.284, 0.072, 0.464], [1.363, 0.246, 0.406], [-0.139, 0.199, -0.151], [-0.038, 0.012, -0.145], [0.802, 0.127, 1.039], [-0.015, 0.263, 0.107], [-0.278, -0.273, -0.664], [-0.504, -0.322, -0.334], [-0.153, 0.122, -0.146], [0.349, -0.411, -0.742], [-0.262, 0.534, 0.342], [-0.183, -0.382, 0.056], [-0.257, 0.483, -0.178], [-0.286, 0.363, 0.239], [0.451, -0.292, -0.185], [-0.200, 1.222, -1.241], [0.522, -0.372, 0.535], [0.238, -0.058, -0.234], [-0.123, 0.245, 0.219], [-0.198, 0.016, 0.338], [0.182, 0.269, -0.082], [-0.550, -0.012, -0.167], [-0.147, 0.066, -0.159], [-0.066, -0.175, -0.002], [-0.106, 0.252, -0.014], [0.271, 0.219, -0.048], [-0.102, -0.187, -0.285], [-0.139, -0.185, -0.374], [0.055, -0.017, -0.300], [-0.119, -0.119, -0.154], [-0.201, 0.207, 0.192], [0.547, 0.293, 0.196], [0.040, -0.272, -0.015], [-0.049, -0.265, -0.146], [0.147, 0.180, 0.153], [0.067, -0.251, 0.099], [-0.135, 0.110, -0.327], [-0.032, 0.289, -0.475], [-0.155, 0.253, 0.024], [-0.079, -0.187, 0.131], [0.055, -0.031, 0.213], [-0.200, -0.127, -0.015], [-0.094, 0.036, -0.023], [-0.070, -0.133, 0.315], [-0.129, 0.147, -0.331], [-0.100, 0.199, -0.186], [0.426, 0.102, 0.090], [0.120, -0.124, -0.468], [-0.039, -0.338, 0.121], [-0.052, -0.011, -0.334], [-0.626, 0.032, -0.186], [-0.370, -0.158, -0.276], [0.050, -0.172, 0.110], [-0.187, -0.094, 0.141], [-0.172, -0.058, -0.156], [0.251, 0.234, 0.157], [0.189, 0.260, 0.059], [0.104, 0.329, -0.294], [-0.121, -0.077, 0.253], [0.042, -0.253, 0.488], [-0.052, -0.168, -0.179], [0.075, -0.697, 0.399], [-0.160, 0.314, -0.061], [0.121, -0.161, -0.157], [-0.179, 0.075, -0.008], [0.008, -0.058, -0.104], [-0.169, -0.083, 0.069], [0.130, 0.210, 0.182], [-0.111, -0.087, -0.196], [-0.056, -0.162, 0.107], [0.134, 0.124, -0.069], [0.106, -0.216, -0.138], [0.048, -0.004, -0.043], [0.031, 0.072, -0.031], [0.023, 0.001, 0.001], [0.038, -0.057, -0.053], [0.045, 0.065, -0.041], [-0.032, 0.057, 0.088], [-0.054, 0.018, 0.011], [-0.068, -0.061, 0.081], [0.097, -0.028, -0.026], [-0.118, 0.047, -0.018], [-0.058, 0.090, 0.070], [0.185, 0.023, -0.039], [-0.056, 0.076, 0.394], [0.032, -0.036, -0.253], [0.040, 0.004, 0.059], [-0.157, -0.020, 0.026], [0.256, -0.111, -0.262], [-0.064, 0.023, -0.025], [-0.024, -0.024, 0.007], [0.011, 0.013, 0.042], [-0.058, 0.013, -0.092], [-0.052, -0.004, 0.017], [0.055, -0.008, 0.087], [0.041, -0.026, 0.005], [0.099, 0.051, 0.008], [-0.012, -0.011, -0.051], [0.494, 0.111, 0.125], [0.110, 0.027, 0.118], [0.122, -0.028, 0.021], [-0.099, 0.180, 0.195], [0.047, -0.155, -0.161], [0.043, 0.038, -0.012], [-0.194, 0.002, -0.007], [-0.033, -0.007, -0.224], [-0.043, 0.021, -0.041], [-0.044, -0.022, 0.007], [-0.009, 0.010, -0.003], [-0.024, -0.005, -0.084], [-0.059, 0.020, 0.004], [0.028, 0.021, 0.093], [0.029, -0.025, 0.027], [0.120, 0.027, 0.024], [0.004, -0.018, -0.046], [0.051, -0.090, 0.053], [0.022, 0.005, 0.104], [-0.076, -0.023, 0.088], [0.156, -0.100, 0.065], [-0.185, 0.071, -0.093], [0.017, -0.041, 0.066], [0.101, 0.088, -0.096], [0.175, 0.110, -0.105], [0.018, -0.001, -0.065], [0.020, 0.037, -0.008], [0.009, -0.004, -0.013], [-0.024, 0.022, -0.083], [0.046, 0.015, -0.026], [0.038, -0.029, 0.088], [-0.020, 0.004, 0.041], [-0.046, -0.090, 0.058], [-0.032, 0.018, -0.032], [-0.007, -0.319, 0.025], [0.017, -0.034, 0.047], [-0.117, -0.057, 0.051], [0.129, 0.190, 0.176], [-0.082, -0.134, -0.191], [-0.035, -0.064, 0.112], [0.153, 0.096, -0.104], [0.084, -0.169, -0.108], [0.056, -0.012, -0.025], [0.015, 0.036, -0.034], [0.014, 0.003, 0.002], [0.040, -0.056, -0.050], [0.056, 0.043, -0.013], [-0.034, 0.059, 0.074], [-0.046, 0.013, 0.010], [-0.072, -0.050, 0.092], [0.000, -0.033, -0.034], [-0.103, 0.036, -0.021], [-0.043, 0.072, 0.057]]
}

{
  "formula": "HNO6P",
  "method": "ωB97M-V/def2-TZVPD",
  "smiles": "O=[N+]([O-])[P@@](=O)([O-])OO",
  "e_lumo_ha": 0.1239,
  "total_charge": -1,
  "e_tot_ev": -23075.6966,
  "e_above_lowest_kj_mol": 362.4,
  "orbital_gap_ev": 8.4,
  "species": ["O", "N", "O", "P", "O", "O", "O", "O", "H"],
  "coordinates": [[1.61885, -1.51932, 0.93445], [1.32861, -0.88050, -0.05459], [1.70291, -1.17366, -1.22131], [0.09242, 0.43960, -0.12584], [1.37217, 1.96448, 0.20932], [-0.76232, 0.45633, -1.32948], [-0.92191, 0.03192, 1.13681], [-2.22859, 0.15164, 0.65820], [-2.20214, 0.52951, -0.20756]],
  "forces_ev_per_a": [[0.044, 0.733, -0.135], [0.091, -2.338, -2.406], [-0.193, 0.664, 2.203], [3.919, 6.793, 1.482], [-4.556, -5.477, -0.870], [0.469, -0.289, -0.186], [1.961, 0.303, -0.709], [-2.476, -0.854, 2.205], [0.740, 0.465, -1.583]]
}